No. 1
C11H14O4Si | ωB97M-V/def2-TZVPD

Summary:
Orbital gap ... 10.05 eV
Charge ... 0
Molecular weight ... 238.315 g/mol
Energy relative to the best compared isomer or geometry (same formula, charge and spin) ... 41.9 kJ/mol
E ... -27704.2336 eV
LUMO level ... 0.695 eV

Structure (XYZ):
```
30
Properties=species:S:1:pos:R:3:forces:R:3
O -2.42849 0.88580 0.89705 1.10 -1.04 -0.15
O -0.48807 -3.31431 -0.81344 -1.10 0.37 -0.36
O -0.80534 -0.65996 1.37045 -1.73 0.05 1.58
O 1.00186 -1.70706 -0.20033 -1.10 1.73 0.11
C -1.88003 0.11100 1.66337 -1.15 1.05 0.06
C 0.55523 -2.93876 -0.37885 2.07 -2.87 0.61
C 1.70392 3.46628 -1.34064 0.75 0.92 -0.04
C 0.43420 3.56560 -0.81802 0.50 -3.38 0.04
C 2.32890 2.23375 -1.41293 2.75 -1.65 0.65
C -0.15157 2.33711 -0.40068 1.45 2.03 0.28
C 1.84623 1.05270 -0.81137 -0.38 3.34 -1.08
C 0.58733 1.14996 -0.27951 -0.95 -0.12 -0.47
C -2.37081 0.09756 3.05562 -0.36 -0.22 2.78
C 1.57391 -3.99352 0.09356 -0.18 0.10 -0.39
C -1.43494 -0.70883 -1.48673 -1.33 -0.66 -0.07
Si -0.20194 -0.45741 -0.13052 0.04 -0.75 -2.05
H 2.19585 4.43178 -1.56682 0.04 -0.96 -0.34
H -0.00401 4.51222 -0.75311 -1.03 1.03 0.19
H 3.39373 2.04208 -1.70135 -0.94 1.15 -0.34
H -1.11065 2.44057 0.00344 -1.36 -0.41 0.36
H 2.41596 0.16977 -0.81666 0.63 -0.92 0.01
H -3.15637 0.84703 3.27600 0.06 -0.63 -0.97
H -1.60380 0.49262 3.73194 0.50 -0.40 -0.23
H -2.68239 -0.87130 3.52860 0.41 0.63 -0.88
H 2.31255 -3.53735 0.70414 0.77 0.39 0.52
H 2.08156 -4.56131 -0.69294 -0.25 0.48 -0.28
H 1.07335 -4.75173 0.67378 -0.45 -0.10 0.23
H -2.30391 -0.03199 -1.37121 0.47 -0.35 0.16
H -1.78322 -1.76657 -1.52522 0.05 0.93 0.31
H -1.09905 -0.53574 -2.49762 0.70 0.26 -0.25
```
Positions in Å, forces in eV/Å.



No. 2
C11H15BF9N3O6TeW | ωB97M-V/def2-TZVPD

Summary:
Orbital gap ... 6.76 eV
Charge ... +2
Molecular weight ... 778.490 g/mol
Energy relative to the best compared isomer or geometry (same formula, charge and spin) ... 0.0 kJ/mol
E ... -62651.1310 eV
LUMO level ... -8.792 eV

Structure (XYZ):
```
47
Properties=species:S:1:pos:R:3:forces:R:3
W -0.00195 -0.37802 0.10759 -0.36 0.28 -0.48
O 0.26490 -2.51606 -0.37568 0.02 -0.21 -0.11
C 0.07685 -3.43545 0.74143 0.03 0.08 0.00
C 0.83377 -2.85785 1.91534 -0.02 -0.03 0.01
N 0.49963 -1.40265 2.08687 0.07 -0.09 -0.02
C -0.63842 -1.18078 3.00255 0.01 0.01 0.01
C -1.16687 0.21275 2.74880 -0.04 0.04 -0.08
O -1.78249 0.91367 3.45469 -0.05 -0.04 -0.01
O -0.76782 0.65503 1.45927 0.42 0.03 0.24
C 1.71628 -0.66424 2.53992 -0.05 -0.07 0.00
C 2.60720 -0.41367 1.33347 -0.03 -0.07 0.06
O 3.72815 -0.06884 1.32540 0.01 -0.04 -0.02
O 1.87363 -0.62312 0.15981 -0.05 0.26 0.11
H 1.03608 -2.75445 -0.91285 0.02 0.00 0.05
H 0.45767 -4.41450 0.45986 0.00 -0.01 0.01
H -0.99554 -3.50326 0.89242 -0.04 0.01 0.01
H 1.90628 -2.93022 1.73548 0.00 0.00 0.00
H 0.61401 -3.39607 2.83864 0.00 -0.01 0.00
H -0.35295 -1.28333 4.04978 0.01 -0.01 0.00
H -1.43297 -1.89379 2.77764 -0.01 0.01 0.01
H 2.26001 -1.21240 3.30979 0.00 -0.01 -0.01
H 1.43686 0.30791 2.95334 -0.01 -0.01 0.01
F -0.17180 0.83189 -3.99518 -0.04 -0.11 0.01
Te -1.62846 0.21780 -3.06707 0.10 0.41 -0.08
F -1.47069 -1.41469 -3.85577 0.00 -0.03 0.07
F -1.68774 1.85235 -2.20957 -0.08 -0.19 -0.05
F -2.99358 -0.35782 -1.99328 -0.02 -0.04 -0.05
F -2.77291 0.80380 -4.34742 0.02 -0.04 0.07
O -0.39562 -0.36812 -1.69742 0.00 -0.22 0.09
N 1.84516 5.33120 -1.75061 0.00 0.00 -0.01
C 1.45163 4.14546 -1.31114 -0.01 0.02 0.03
C 1.93511 2.94107 -1.88363 -0.04 -0.01 -0.04
C 1.49670 1.74835 -1.41635 0.03 -0.02 0.10
N 0.61381 1.61830 -0.37486 -0.03 0.11 -0.02
C 0.14284 2.77801 0.17102 0.00 -0.02 -0.04
C 0.52423 4.01063 -0.25068 0.01 0.00 -0.01
H 2.50222 5.41942 -2.50906 0.00 0.00 0.00
H 1.49423 6.18386 -1.34485 0.00 0.00 0.00
H 2.64209 2.95907 -2.70155 0.00 0.00 0.00
H 1.86019 0.83678 -1.86708 0.02 0.00 0.02
H -0.57559 2.68611 0.96797 -0.01 0.00 0.01
H 0.10265 4.88175 0.23126 0.00 0.00 0.00
F -3.33093 -3.33742 -2.14021 0.01 -0.04 -0.03
B -3.88199 -3.26207 -0.94827 0.06 0.15 0.09
F -1.64210 -1.27067 0.35651 0.06 -0.02 0.08
F -3.20710 -3.73835 0.09326 0.00 -0.05 -0.01
F -5.02465 -2.65736 -0.75958 -0.03 -0.05 -0.02
```
Positions in Å, forces in eV/Å.



No. 3
C11H15BN2O9 | ωB97M-V/def2-TZVPD

Summary:
Orbital gap ... 7.72 eV
Charge ... 0
Molecular weight ... 330.058 g/mol
Energy relative to the best compared isomer or geometry (same formula, charge and spin) ... 0.0 kJ/mol
E ... -33736.3405 eV
LUMO level ... -1.196 eV

Structure (XYZ):
```
38
Properties=species:S:1:pos:R:3:forces:R:3
C -0.07562 -1.49641 2.74522 0.11 -0.36 -0.21
C -0.04711 -0.64864 1.51285 0.05 -0.68 -0.29
C 0.89496 0.51076 1.54866 -0.07 -0.27 -0.25
N -0.74273 -0.87770 0.45132 -0.27 1.92 1.14
C -2.08854 -0.56243 0.24762 0.66 -1.68 -1.09
C -3.17422 -1.33613 0.98682 -0.26 0.66 0.07
O -3.33048 -0.91888 2.32629 0.10 -0.24 0.09
C -3.83324 0.39115 2.35037 0.24 -0.09 0.34
C -2.82789 1.37265 1.79725 0.06 0.43 -0.19
N -2.30370 0.94478 0.45396 -0.70 0.36 -0.10
H -0.49448 -0.95685 3.59112 -0.04 0.15 0.09
H -0.63313 -2.40933 2.57788 -0.20 -0.04 0.03
H 0.94707 -1.76805 2.99990 0.12 0.02 0.14
H 0.90550 0.99625 0.57953 0.18 0.16 -0.07
H 0.49257 1.17420 2.31903 0.17 0.18 0.13
H 1.90180 0.22574 1.83813 0.15 0.05 0.08
H -2.29046 -0.72420 -0.81072 -0.06 0.06 -0.17
H -2.90738 -2.38254 0.94018 0.03 -0.18 0.18
H -4.12433 -1.18597 0.46120 -0.14 -0.13 -0.08
H -3.99802 0.65423 3.39041 -0.13 0.02 0.12
H -4.79106 0.45855 1.82993 -0.10 -0.04 -0.18
H -3.30291 2.34109 1.66354 0.02 0.15 -0.05
H -1.98816 1.52894 2.46398 0.19 -0.29 0.07
H -2.96880 1.24530 -0.25751 -0.08 0.04 -0.07
H -1.43494 1.43093 0.22745 0.22 -0.16 -0.06
B 3.25517 0.15475 -2.95437 0.25 -0.06 0.04
O 4.51467 0.54276 -3.60042 -0.11 -0.11 0.17
C 5.53823 0.05051 -2.90976 0.01 0.12 -0.16
O 6.69580 0.18723 -3.16213 0.07 0.00 0.00
C 4.95898 -0.72774 -1.71030 -0.12 -0.16 0.20
O 5.58391 -1.30037 -0.86848 0.05 0.00 0.05
O 3.63255 -0.64847 -1.77399 0.02 0.23 -0.15
O 2.46098 1.35168 -2.56035 -0.22 -0.37 -0.25
C 1.28187 1.28531 -3.15392 0.08 0.37 0.31
O 0.39169 2.08388 -3.03316 -0.19 -0.04 0.14
C 1.22744 -0.00140 -3.99924 0.05 -0.17 -0.15
O 0.29026 -0.36576 -4.64776 -0.12 -0.01 0.02
O 2.38377 -0.61981 -3.86053 -0.03 0.19 0.09
```
Positions in Å, forces in eV/Å.



No. 4
C11H15BN6O2Ti | ωB97M-V/def2-TZVPD

Summary:
Orbital gap ... 5.28 eV
Charge ... +2
Molecular weight ... 321.960 g/mol
Energy relative to the best compared isomer or geometry (same formula, charge and spin) ... 194.2 kJ/mol
E ... -48461.9401 eV
LUMO level ... -10.514 eV

Structure (XYZ):
```
36
Properties=species:S:1:pos:R:3:forces:R:3
H -0.02425 3.13311 2.13112 0.01 -0.02 0.08
N 0.26294 1.75762 0.50735 0.07 -0.54 -0.06
B 0.75841 0.78096 -1.83428 -1.27 -0.26 -1.24
N 0.59826 1.93997 -0.82182 0.48 0.32 0.03
C 0.77187 3.24445 -1.06595 -0.28 -1.18 0.48
Ti 0.08901 -0.09471 1.14433 0.32 0.98 0.66
H 1.04554 3.56672 -2.06154 -0.01 0.06 0.13
C 0.53323 3.95427 0.11000 -0.43 -0.79 1.23
H 0.57454 5.01771 0.21362 0.00 0.27 0.20
C 0.22083 3.00175 1.09129 0.47 0.93 -1.41
H 1.21719 1.18220 -2.87280 0.11 -0.03 0.45
C -2.15043 -2.90033 2.87065 0.40 0.06 -0.24
H -2.49145 -3.21570 3.86963 0.32 0.28 -0.40
H -1.11056 -3.22943 2.68437 -0.57 -0.33 0.15
H -2.84522 -3.29957 2.11499 0.42 0.24 0.24
N -0.64694 0.20181 -2.13992 0.45 0.06 0.31
N 1.63494 -0.34846 -1.25735 0.65 -0.09 0.08
N -1.41180 -0.30558 -1.12429 -0.29 -0.16 0.18
N 1.50319 -0.81795 0.03303 -0.25 0.19 0.26
C -1.28507 0.13885 -3.33021 -0.57 -0.27 1.09
C 2.64646 -0.98774 -1.85320 -0.78 0.32 0.87
H -0.79768 0.50182 -4.22054 -0.08 -0.02 -0.03
H 2.91023 -0.76455 -2.87434 0.02 0.04 -0.02
C -2.54724 -0.41292 -3.10992 1.12 0.22 1.10
C 3.20316 -1.89239 -0.94656 -0.62 -0.13 1.28
C -2.58973 -0.68888 -1.71408 0.77 0.59 -1.13
C 2.47807 -1.76509 0.24051 0.68 0.16 -1.58
H -3.29205 -0.55890 -3.86717 -0.26 -0.19 0.10
H 4.01812 -2.55287 -1.13985 0.31 -0.26 0.03
H -3.45401 -1.12563 -1.23603 0.37 0.03 0.54
H 2.58927 -2.26146 1.18763 0.01 -0.08 0.12
H -2.10880 -1.79719 2.81528 -0.45 -0.09 0.12
O 0.39972 0.14548 5.29402 -0.31 -0.10 -2.99
C -0.07346 0.15498 4.18268 -1.59 0.44 4.07
O 0.52085 -0.02262 3.00930 0.82 -0.70 -5.27
H -1.14715 0.32027 3.97005 -0.05 0.06 0.60
```
Positions in Å, forces in eV/Å.



- What is the charge in the third record?
  0